Density functional theory data (the ωB97M-V functional and the def2-TZVPD basis) for a cluster of 11 separate species, C44H51F10O32S in total in a non-equilibrium geometry.

Positions of all 138 atoms, in Å:
C1 -0.1790 -1.2378 0.2074
C2 -1.5010 -1.2288 -0.7737
S1 -1.8556 0.4866 -1.5247
C3 -3.5829 0.3263 -2.2311
C4 -4.7142 1.2849 -1.5317
C5 -6.2318 0.6082 -1.7218
O1 -7.1898 1.7122 -1.5571
C6 -8.1943 1.4354 -0.5187
C7 -8.6907 2.6925 0.4663
O2 -8.8053 0.2637 -0.2991
C8 -1.7485 1.7267 -0.1254
C9 -0.4491 2.7592 -0.3328
C10 -0.1718 3.2485 -1.8863
C11 1.0632 4.3029 -2.1319
C12 1.9424 4.8203 -0.8354
C13 1.6798 4.3117 0.7116
C14 0.4252 3.2412 0.9826
H1 0.3079 -0.1805 0.3475
H2 -0.4299 -1.6649 1.2791
H3 0.6372 -1.9635 -0.2453
H4 -1.2873 -2.0055 -1.6488
H5 -2.4477 -1.6480 -0.1824
H6 -3.4993 0.6143 -3.3858
H7 -3.9197 -0.8164 -2.2324
H8 -4.5904 1.4443 -0.3790
H9 -4.7467 2.2867 -2.1590
H10 -6.3614 0.0842 -2.7727
H11 -6.3077 -0.2259 -0.8759
H12 -9.1604 3.5368 -0.2323
H13 -9.5354 2.3687 1.2198
H14 -7.8072 3.1590 1.0844
H15 -1.5716 1.0927 0.8701
H16 -2.6797 2.4243 0.0008
H17 -0.8222 2.9042 -2.7973
H18 1.2422 4.6648 -3.2463
H19 2.8018 5.5918 -1.0335
H20 2.3403 4.6975 1.6073
H21 0.1676 2.8588 2.0644
C15 4.7258 2.9875 -5.0636
C16 4.4720 4.4293 -4.7837
O3 4.1973 4.4532 -3.4014
C17 4.8978 3.4060 -2.8825
O4 5.1344 3.2623 -1.6946
O5 5.3103 2.5392 -3.8572
F1 3.3746 4.8627 -5.4435
H22 3.8058 2.4242 -5.2524
H23 5.4061 2.8410 -5.9069
H24 5.3216 5.0852 -5.0016
C18 9.3842 0.0968 -5.4314
C19 9.4559 0.9990 -4.2470
O6 9.2539 2.2812 -4.7968
C20 8.4758 2.0768 -5.8965
O7 7.8656 2.9594 -6.4767
O8 8.4560 0.7598 -6.2661
F2 10.6863 0.9643 -3.6881
H25 10.3424 0.0068 -5.9539
H26 9.0314 -0.9046 -5.1706
H27 8.6944 0.8009 -3.4852
C21 6.5339 7.0506 1.5078
C22 5.5325 6.0127 1.1314
O9 4.7142 6.6701 0.1906
C23 5.5255 7.5892 -0.4040
O10 5.2627 8.1592 -1.4500
O11 6.6746 7.7892 0.3109
F3 4.7698 5.6706 2.1939
H28 6.1781 7.7136 2.3036
H29 7.4888 6.6154 1.8145
H30 5.9657 5.1145 0.6785
C24 -9.4781 -0.6222 2.8766
C25 -9.1590 -1.8870 3.5980
O12 -8.9926 -1.4711 4.9345
C26 -9.7946 -0.3776 5.0680
O13 -10.1320 0.0970 6.1398
O14 -10.1818 0.1186 3.8533
F4 -7.9887 -2.4070 3.1650
H31 -8.5824 -0.0681 2.5765
H32 -10.0979 -0.7929 1.9922
H33 -9.9471 -2.6456 3.5439
C27 -0.7861 -3.3063 5.7022
C28 0.3956 -2.5892 5.1444
O15 0.1186 -2.5214 3.7640
C29 -1.2410 -2.5006 3.6758
O16 -1.8570 -2.1724 2.6755
O17 -1.8311 -2.8854 4.8485
F5 1.5245 -3.3127 5.3173
H34 -0.6868 -4.3954 5.6445
H35 -0.9906 -3.0271 6.7393
H36 0.5359 -1.5783 5.5419
C30 -13.0259 1.2126 5.8186
C31 -14.0511 0.3139 5.2162
O18 -15.2711 0.8548 5.6699
C32 -15.0296 2.1858 5.8338
O19 -15.9019 3.0305 5.9496
O20 -13.6894 2.4604 5.8448
F6 -13.9358 -0.9427 5.7014
H37 -12.7566 0.9234 6.8400
H38 -12.1144 1.2658 5.2171
H39 -14.0421 0.2932 4.1212
C33 12.9178 -4.0900 -5.5686
C34 12.9894 -3.1878 -4.3842
O21 12.7875 -1.9056 -4.9339
C35 12.0093 -2.1100 -6.0337
O22 11.3991 -1.2274 -6.6139
O23 11.9896 -3.4270 -6.4033
F7 14.2199 -3.2225 -3.8253
H40 13.8760 -4.1800 -6.0911
H41 12.5650 -5.0914 -5.3078
H42 12.2279 -3.3859 -3.6224
C36 -5.8262 -4.9844 3.5577
C37 -4.8606 -6.1175 3.4844
O24 -5.0133 -6.7617 4.7288
C38 -6.3041 -6.5240 5.0950
O25 -6.8919 -7.1392 5.9690
O26 -6.8631 -5.5165 4.3575
F8 -3.5905 -5.6635 3.3928
H43 -5.4058 -4.1007 4.0494
H44 -6.2010 -4.6929 2.5729
H45 -5.0622 -6.8273 2.6751
C39 -9.2947 -5.7398 -0.6830
C40 -8.7197 -6.4535 0.4924
O27 -7.4821 -5.8100 0.6955
C41 -7.6667 -4.5368 0.2465
O28 -6.9210 -3.6060 0.5024
O29 -8.7945 -4.4279 -0.5200
F9 -8.4816 -7.7516 0.1994
H46 -8.9445 -6.1457 -1.6380
H47 -10.3881 -5.7458 -0.6791
H48 -9.3257 -6.3815 1.4019
C42 16.4434 0.6508 -1.2046
C43 16.5039 0.2359 -2.6350
O30 16.4940 -1.1721 -2.5703
C44 15.8024 -1.4700 -1.4347
O31 15.3477 -2.5728 -1.1797
O32 15.6734 -0.3796 -0.6188
F10 17.6667 0.6281 -3.2021
H49 17.4300 0.6811 -0.7302
H50 15.9612 1.6234 -1.0737
H51 15.6587 0.5827 -3.2390

E_LUMO, eV: -2.6
HOMO, eV: -11.02
Molecular weight, g mol⁻¹: 1313.91
Net charge: +1

Density functional theory data (the ωB97M-V functional and the def2-TZVPD basis) for an isolated molecule of C3H4S2 in a non-equilibrium geometry.

Positions of all 9 atoms, in Å:
C1 0.5702 -0.3703 1.8315
C2 -0.0070 -0.3345 0.6940
S1 0.9368 -0.0817 -0.9149
C3 -0.3420 0.4855 -1.8691
S2 -0.2052 1.1841 -3.3850
H1 -0.1854 -0.3474 2.6816
H2 1.6710 -0.3612 1.9564
H3 -1.1102 -0.4982 0.4964
H4 -1.3282 0.3238 -1.4907

E_LUMO, eV: -0.3
SMILES: C=CSC=S
Energy relative to the best compared isomer or geometry (same formula, charge and spin), kJ/mol: 118.5
HOMO, eV: -8.72
Molecular weight, g mol⁻¹: 104.20

Density functional theory data (the ωB97M-V functional and the def2-TZVPD basis) for an isolated molecule of C2H3N3OS in a non-equilibrium geometry.

Positions of all 10 atoms, in Å:
O1 1.6671 -0.6182 0.6890
N1 0.7796 -0.1014 -0.4078
C1 0.4037 1.2154 -0.0114
N2 -0.9058 1.2596 0.1933
C2 -1.5123 -0.0035 -0.0496
S1 -3.1232 -0.1894 0.2298
N3 -0.4354 -0.8884 -0.2005
H1 2.5477 -0.7637 0.1466
H2 1.1153 1.9715 -0.0014
H3 -0.5368 -1.8819 -0.5881

E_LUMO, eV: -0.8
SMILES: On1cnc(=S)[nH]1
Energy relative to the best compared isomer or geometry (same formula, charge and spin), kJ/mol: 303.0
HOMO, eV: -8.73
Molecular weight, g mol⁻¹: 117.13

Density functional theory data (the ωB97M-V functional and the def2-TZVPD basis) for a cluster of 20 separate species, C52H75F3N19O3PSi in total in a non-equilibrium geometry.

Positions of all 154 atoms, in Å:
C1 -2.1428 3.4234 -1.5478
C2 -1.2244 3.4938 -0.4212
C3 -1.2698 4.2929 0.6216
P1 -2.5712 5.5224 0.8625
O1 -3.0425 5.6822 2.2419
C4 -0.2466 4.1712 1.6714
O2 -0.4627 4.6034 2.7566
C5 0.9982 3.4879 1.3836
Si1 2.5139 3.7835 2.4895
C6 2.8003 2.3723 3.6783
C7 2.1964 5.2771 3.5794
C8 4.0436 4.1935 1.4862
C9 1.0201 2.6692 0.3559
C10 2.1718 1.8483 -0.0475
C11 2.2242 0.4496 0.5602
C12 0.9462 -0.2037 0.7320
F1 0.2058 0.1622 1.7557
C13 0.4808 -1.1445 -0.0325
F2 0.7871 -1.3228 -1.2497
F3 -0.3924 -2.0108 0.3416
C14 -0.1373 2.5184 -0.4962
O3 -0.2060 1.6402 -1.3013
H1 -1.6124 3.2006 -2.4351
H2 -2.7943 2.5982 -1.3826
H3 -2.7408 4.2864 -1.6553
H4 -2.0428 6.7090 0.3399
H5 -3.6213 5.1148 0.0472
H6 3.6663 2.5924 4.2481
H7 2.8285 1.4144 3.2233
H8 1.9812 2.4113 4.3543
H9 3.1313 5.6674 3.8991
H10 1.5551 5.0453 4.3924
H11 1.7196 6.0212 2.9847
H12 3.8480 4.4176 0.4693
H13 4.6601 3.3225 1.5092
H14 4.5958 4.9551 1.9630
H15 3.0987 2.3436 0.0943
H16 2.0747 1.6883 -1.0907
H17 2.7471 -0.1439 -0.1312
H18 2.7957 0.4309 1.4521
C15 -4.3476 5.7988 4.9782
C16 -4.9649 6.6625 5.9604
N1 -5.4078 7.3624 6.7333
H19 -3.3142 5.6143 5.2550
H20 -4.8782 4.8521 4.9426
H21 -4.3640 6.2571 3.9948
C17 5.5036 -0.3588 -3.2620
C18 5.1742 0.1456 -1.9478
N2 4.9140 0.5441 -0.9147
H22 4.6489 -0.8867 -3.6763
H23 5.7663 0.4691 -3.9145
H24 6.3459 -1.0405 -3.1899
C19 0.6517 -4.7972 -0.6947
C20 1.4395 -5.9710 -0.3975
N3 2.0611 -6.8952 -0.1653
H25 -0.4049 -5.0501 -0.6779
H26 0.8420 -4.0275 0.0444
H27 0.9146 -4.4287 -1.6792
C21 2.5113 -8.3147 -3.3192
C22 2.6139 -8.3259 -4.7583
N4 2.7468 -8.3172 -5.8881
H28 2.3395 -7.3020 -2.9755
H29 1.6833 -8.9352 -3.0041
H30 3.4310 -8.6935 -2.8791
C23 5.4021 6.3868 -2.4564
C24 5.2985 6.5772 -1.0258
N5 5.2027 6.7173 0.0997
H31 4.9006 5.4664 -2.7429
H32 4.9405 7.2192 -2.9773
H33 6.4452 6.3187 -2.7425
C25 -6.8687 10.6921 6.7207
C26 -6.6634 11.9179 5.9804
N6 -6.5038 12.8817 5.3983
H34 -7.7190 10.8067 7.3873
H35 -7.0589 9.8723 6.0349
H36 -5.9842 10.4588 7.3054
C27 -8.8035 1.8701 0.2412
C28 -8.8993 3.1910 -0.3428
N7 -8.9745 4.2293 -0.8019
H37 -9.4620 1.8008 1.0975
H38 -9.0808 1.1158 -0.4821
H39 -7.7825 1.6899 0.5663
C29 -6.5454 2.2499 4.1294
C30 -7.6648 1.5124 3.5919
N8 -8.5281 0.8893 3.1900
H40 -5.6196 1.8890 3.6880
H41 -6.6658 3.3069 3.9048
H42 -6.4983 2.1109 5.2078
C31 1.5373 6.3797 -4.8900
C32 2.8499 6.9851 -4.9071
N9 3.8834 7.4589 -4.9203
H43 0.7844 7.1347 -5.0975
H44 1.4837 5.6020 -5.6465
H45 1.3485 5.9438 -3.9123
C33 -7.3238 -1.8845 0.4632
C34 -8.5911 -1.4014 -0.0383
N10 -9.5872 -1.0099 -0.4243
H46 -6.8644 -2.5401 -0.2711
H47 -6.6607 -1.0463 0.6614
H48 -7.4838 -2.4337 1.3861
C35 -0.2200 -5.4930 -5.8329
C36 0.6506 -5.4457 -4.6846
N11 1.3363 -5.4088 -3.7784
H49 -0.6727 -4.5178 -5.9909
H50 0.3575 -5.7739 -6.7092
H51 -0.9943 -6.2361 -5.6631
C37 5.4877 -7.9943 -8.0206
C38 5.8499 -6.6996 -8.5555
N12 6.1436 -5.6825 -8.9727
H52 4.4403 -7.9968 -7.7272
H53 5.6539 -8.7623 -8.7713
H54 6.0913 -8.2152 -7.1496
C39 8.0741 -8.1979 -4.2948
C40 7.0998 -9.1367 -4.8054
N13 6.3264 -9.8659 -5.2101
H55 9.0600 -8.6538 -4.3017
H56 8.0859 -7.3079 -4.9187
H57 7.8140 -7.9192 -3.2776
C41 -0.9713 -11.3166 -3.3967
C42 -0.6634 -10.0235 -3.9746
N14 -0.4014 -9.0103 -4.4210
H58 -2.0021 -11.3300 -3.0577
H59 -0.8344 -12.0824 -4.1393
H60 -0.3151 -11.5097 -2.5543
C43 -7.4509 -2.1456 5.0238
C44 -6.1594 -1.6455 4.6073
N15 -5.1609 -1.2201 4.2665
H61 -8.1655 -1.3267 5.0443
H62 -7.7957 -2.9027 4.3249
H63 -7.3713 -2.5838 6.0146
C45 -7.7556 4.8698 7.6366
C46 -7.0420 3.6135 7.6945
N16 -6.4850 2.6208 7.6780
H64 -8.7706 4.7323 7.9993
H65 -7.2469 5.6189 8.2361
H66 -7.7908 5.2112 6.6058
C47 4.2786 0.5345 7.5373
C48 4.4368 1.8264 6.9088
N17 4.5502 2.8431 6.4130
H67 3.3509 0.5142 8.1019
H68 4.2516 -0.2405 6.7762
H69 5.1120 0.3496 8.2090
C49 10.2669 5.9495 -2.6847
C50 9.0385 5.4478 -3.2583
N18 8.0698 5.0520 -3.7040
H70 10.6190 6.7993 -3.2623
H71 10.0896 6.2607 -1.6590
H72 11.0215 5.1684 -2.6978
C51 0.6682 -15.7590 -4.5026
C52 -0.2659 -14.9365 -3.7670
N19 -1.0015 -14.2872 -3.1915
H73 1.5694 -15.9029 -3.9137
H74 0.2172 -16.7248 -4.7115
H75 0.9260 -15.2724 -5.4392

E_LUMO, eV: -1.4
Energy relative to the best compared isomer or geometry (same formula, charge and spin), kJ/mol: 0.0
HOMO, eV: -8.93
Molecular weight, g mol⁻¹: 1130.36

Density functional theory data (the ωB97M-V functional and the def2-TZVPD basis) for an isolated molecule of C20H29N3O5S in a non-equilibrium geometry.

Positions of all 58 atoms, in Å:
C1 -0.3162 3.1087 3.0441
C2 0.0161 1.7446 2.5262
C3 -0.6903 0.6348 2.9796
C4 -0.4195 -0.6265 2.4823
C5 0.5466 -0.7717 1.5067
S1 0.9545 -2.3933 0.8893
O1 1.3098 -2.3342 -0.5027
O2 1.9195 -2.9540 1.7890
N1 -0.4773 -3.2993 1.0649
C6 -0.1389 -4.6818 1.3990
C7 -1.4094 -5.4884 1.6252
C8 -2.2583 -5.3579 0.3669
O3 -2.5145 -3.9939 0.1018
C9 -1.3626 -3.2196 -0.0904
C10 -1.9080 -1.8089 -0.3257
N2 -1.0185 -0.9075 -1.0062
C11 -1.0445 0.4112 -0.7944
O4 -1.7973 0.9974 -0.0312
C12 -0.0447 1.1694 -1.6726
O5 0.6586 0.6065 -2.4898
N3 -0.0799 2.4841 -1.4316
C13 0.6825 3.4758 -2.1559
C14 -0.2547 4.4988 -2.8003
C15 0.5454 5.5431 -3.5734
C16 1.5379 6.2452 -2.6520
C17 2.4746 5.2271 -2.0097
C18 1.6807 4.1797 -1.2338
C19 1.2763 0.3102 1.0543
C20 1.0112 1.5658 1.5729
H1 -1.2608 3.4388 2.6126
H2 -0.4324 3.0937 4.1256
H3 0.4555 3.8275 2.7812
H4 -1.4619 0.7644 3.7237
H5 -0.9529 -1.4973 2.8289
H6 0.4853 -4.6425 2.2906
H7 0.4487 -5.1323 0.5848
H8 -1.1614 -6.5303 1.8226
H9 -1.9586 -5.0782 2.4728
H10 -3.2407 -5.8188 0.4822
H11 -1.7385 -5.8154 -0.4888
H12 -0.8146 -3.5699 -0.9920
H13 -2.8220 -1.9437 -0.9192
H14 -2.1942 -1.3557 0.6278
H15 -0.2739 -1.2674 -1.5949
H16 -0.7425 2.7832 -0.7260
H17 1.2268 2.9277 -2.9326
H18 -0.9494 3.9858 -3.4677
H19 -0.8382 4.9901 -2.0174
H20 -0.1346 6.2732 -4.0163
H21 1.0876 5.0540 -4.3850
H22 2.1173 6.9764 -3.2183
H23 0.9930 6.7817 -1.8718
H24 3.1717 5.7321 -1.3382
H25 3.0585 4.7313 -2.7877
H26 2.3603 3.4404 -0.8061
H27 1.1352 4.6613 -0.4180
H28 2.0284 0.1551 0.2967
H29 1.5767 2.4172 1.2258

E_LUMO, eV: 0.7
SMILES: Cc1ccc(S(=O)(=O)N2CCCO[C@H]2CNC(=O)C(=O)NC2CCCCC2)cc1
Energy relative to the best compared isomer or geometry (same formula, charge and spin), kJ/mol: 89.5
HOMO, eV: -9.26
Molecular weight, g mol⁻¹: 423.53

Density functional theory data (the ωB97M-V functional and the def2-TZVPD basis) for a structure of composition C2H3ClN2 in a non-equilibrium geometry.

Positions of all 8 atoms, in Å:
C1 -2.0474 0.3247 -0.0479
C2 -0.0863 0.0020 0.0069
N1 -2.5380 1.5317 -0.5781
N2 -2.5200 1.4971 0.6204
Cl1 -3.0376 -1.1603 -0.0058
H1 -0.1138 -0.4854 0.9046
H2 0.1696 1.1736 0.0479
H3 0.2172 -0.5196 -0.9335

E_LUMO, eV: 0.4
Energy relative to the best compared isomer or geometry (same formula, charge and spin), kJ/mol: 410.2
HOMO, eV: -10.22
Molecular weight, g mol⁻¹: 90.51

Density functional theory data (the ωB97M-V functional and the def2-TZVPD basis) for a structure of composition C23H13BrCrF3IN3O6S3.

Positions of all 54 atoms, in Å:
Cr1 -1.2379 0.4246 -1.5066
O1 -2.3633 1.5799 -0.4040
C1 -2.5807 2.7941 -0.5406
C2 -2.0650 3.6101 -1.5905
C3 -2.3734 4.9847 -1.5783
C4 -1.9080 5.7713 -2.5925
C5 -1.1437 5.2542 -3.6484
C6 -0.8493 3.9197 -3.6804
C7 -1.2989 3.0592 -2.6480
O2 -0.9916 1.8007 -2.7208
N1 -2.2193 7.2092 -2.5797
O3 -1.7246 7.8924 -3.4518
O4 -2.9181 7.6205 -1.6767
H1 -3.2313 3.2610 0.2070
H2 -2.9666 5.4144 -0.7839
H3 -0.7986 5.9211 -4.4241
H4 -0.2653 3.4916 -4.4819
F1 -3.6006 -3.4569 -1.5563
C8 -4.0693 -2.2597 -1.1725
F2 -5.1383 -1.9742 -1.9113
F3 -4.4431 -2.3468 0.1030
C9 -2.9648 -1.2061 -1.3507
O5 -2.0199 -1.1685 -0.5240
O6 -2.9689 -0.4230 -2.3196
S1 -1.3215 -0.0658 5.0116
C10 -0.4782 -0.0140 3.5968
S2 -1.1098 0.7570 2.1649
C11 0.2926 0.2711 1.2856
N2 1.1560 -0.3927 1.9767
N3 0.7321 -0.5300 3.2741
C12 1.5952 -1.2679 4.1375
C13 2.2264 -2.3953 3.6374
C14 3.0833 -3.1105 4.4560
C15 3.3083 -2.7029 5.7635
C16 2.6773 -1.5673 6.2460
C17 1.8180 -0.8390 5.4374
S3 0.6579 0.6539 -0.4015
H5 2.0508 -2.6979 2.6169
H6 3.5753 -3.9917 4.0666
H7 3.9747 -3.2670 6.3992
H8 2.8531 -1.2341 7.2601
H9 1.3270 0.0469 5.8069
Br1 2.2516 -2.9764 -5.3182
C18 2.2926 -3.1277 -3.4347
C19 3.2853 -3.9271 -2.8808
C20 3.3620 -4.0783 -1.5081
C21 2.4486 -3.4407 -0.6851
C22 1.4559 -2.6434 -1.2304
C23 1.3840 -2.4780 -2.6089
I1 -0.1285 -1.3153 -3.4207
H10 3.9893 -4.4253 -3.5298
H11 4.1376 -4.7014 -1.0848
H12 2.5010 -3.5616 0.3866
H13 0.7424 -2.1510 -0.5881

E_LUMO (spin up / spin down), eV: -1.9 / -1.3
Energy relative to the best compared isomer or geometry (same formula, charge and spin), kJ/mol: 0.0
HOMO (spin up / spin down), eV: -8.07 / -8.08
Molecular weight, g mol⁻¹: 839.37
2S+1: 2